Record 1
15
Properties=species:S:1:pos:R:3 method="wB97M-V/def2-TZVPD" e_tot_ha=-379.07239 largest_force_ev_per_a=4.5 lumo_energy_ev=0.647 gap_ev=10.344 smiles="NC(=O)NCCO" de_lowest_kcal_mol=43.1
C -0.33 -0.46 -0.18
C -1.82 -0.27 0.09
O -2.73 -1.04 -0.65
N 0.48 0.20 0.82
C 1.85 0.31 0.62
N 2.17 1.02 -0.50
O 2.72 0.13 1.48
H -0.31 -0.03 -1.19
H -0.07 -1.53 -0.15
H -2.01 0.81 -0.14
H -2.13 -0.35 1.14
H -2.31 -1.78 -1.09
H -0.05 0.81 1.43
H 1.37 1.05 -1.09
H 3.17 1.13 -0.59

Record 2
15
Properties=species:S:1:pos:R:3 method="wB97M-V/def2-TZVPD" e_tot_ha=-379.09585 largest_force_ev_per_a=1.3 lumo_energy_ev=0.696 gap_ev=10.385 smiles="NCC(=O)NCO" de_lowest_kcal_mol=28.3
O 1.39 0.88 -1.38
C 0.71 0.25 -0.61
N 1.13 0.00 0.69
C 0.37 0.30 1.90
O -0.41 -0.77 2.36
C -0.57 -0.46 -1.03
N -1.16 0.02 -2.26
H 2.11 0.24 0.77
H -0.25 1.18 1.71
H 1.12 0.50 2.65
H -0.66 -1.32 1.61
H -1.29 -0.29 -0.22
H -0.44 -1.53 -1.05
H -1.58 0.93 -2.16
H -0.45 0.06 -2.98

Record 3
15
Properties=species:S:1:pos:R:3 method="wB97M-V/def2-TZVPD" e_tot_ha=-379.03509 largest_force_ev_per_a=4.5 lumo_energy_ev=0.727 gap_ev=10.148 smiles="CNNCC(=O)O" de_lowest_kcal_mol=66.5
C -1.14 -0.93 -0.34
C 0.13 2.03 0.82
N -0.77 0.38 -0.74
N 0.37 0.71 0.28
C 0.26 -1.60 0.13
O 1.19 -1.55 -0.87
O 0.28 -2.49 0.94
H 1.80 -2.29 -0.77
H -0.33 0.37 -1.66
H 1.34 0.65 -0.04
H -1.77 -0.87 0.55
H -1.59 -1.53 -1.13
H 0.35 2.79 0.05
H 0.78 2.22 1.67
H -0.91 2.12 1.11

Record 4
15
Properties=species:S:1:pos:R:3 method="wB97M-V/def2-TZVPD" e_tot_ha=-379.03577 largest_force_ev_per_a=3.4 lumo_energy_ev=0.188 gap_ev=9.619 smiles="[H]/N=N/C(=O)O.CC" de_lowest_kcal_mol=66.0
C 0.44 -1.61 -0.14
C -0.06 -1.39 1.28
H -0.32 -0.35 1.44
H 1.36 -1.07 -0.33
H 0.65 -2.66 -0.32
H -0.31 -1.20 -0.87
H 0.71 -1.69 2.00
H -0.95 -1.98 1.47
C -0.63 1.42 -1.08
O -1.71 1.38 -0.28
N 0.58 1.57 -0.33
N 1.25 2.56 -0.07
O -0.66 1.47 -2.28
H -2.51 1.29 -0.82
H 2.16 2.28 0.34

Record 5
15
Properties=species:S:1:pos:R:3 method="wB97M-V/def2-TZVPD" e_tot_ha=-378.76646 spin_multiplicity=2 largest_force_ev_per_a=3.8 lumo_energy_ev="-3.678 / -9.131" gap_ev="10.572 / 4.781" total_charge=+1 s2=0.756 de_lowest_kcal_mol=30.3
C 0.94 -0.55 -0.18
N 0.42 0.55 0.61
C -0.56 1.46 0.37
O -0.40 2.09 -0.82
O -1.49 1.67 1.10
C 0.11 -1.81 -0.18
N 0.84 -3.00 -0.60
H 1.98 -0.68 0.12
H 0.93 -0.06 -1.16
H 0.51 0.43 1.61
H -1.15 2.71 -0.83
H -0.33 -1.89 0.82
H -0.69 -1.84 -0.93
H 1.86 -2.97 -0.61
H 0.38 -3.49 -1.37

Record 6
15
Properties=species:S:1:pos:R:3 method="wB97M-V/def2-TZVPD" e_tot_ha=-378.78818 spin_multiplicity=2 largest_force_ev_per_a=2.3 lumo_energy_ev="-3.245 / -8.380" gap_ev="11.522 / 6.378" total_charge=+1 s2=0.755 de_lowest_kcal_mol=16.6
O 0.86 0.64 -2.48
C 1.53 1.41 -1.74
O 1.55 1.51 -0.52
H 2.22 2.06 -2.34
C -0.41 0.53 1.90
N -0.03 -0.21 0.69
C -0.76 -1.26 0.34
N -0.85 -1.72 -0.89
H -1.00 1.41 1.63
H 0.49 0.85 2.45
H -0.99 -0.12 2.55
H 0.65 0.35 0.05
H -1.37 -1.71 1.11
H -0.43 -1.24 -1.67
H -1.46 -2.50 -1.08

Record 7
15
Properties=species:S:1:pos:R:3 method="wB97M-V/def2-TZVPD" e_tot_ha=-378.76590 spin_multiplicity=2 largest_force_ev_per_a=3.4 lumo_energy_ev="-4.750 / -8.427" gap_ev="9.801 / 6.123" total_charge=+1 s2=0.764 de_lowest_kcal_mol=30.6
C -2.18 1.01 -0.17
C -1.49 0.75 1.10
N -0.95 -0.52 0.93
C -1.31 -0.93 -0.33
N -2.10 -0.06 -1.01
H -2.96 1.68 -0.27
H -1.54 1.21 2.09
H -0.14 -0.91 1.33
H -1.12 -1.98 -0.59
H 2.24 0.13 0.35
H 3.20 -0.53 1.31
O 2.49 0.15 1.31
H 1.25 0.36 -2.02
H 2.55 -0.33 -2.41
O 2.08 -0.03 -1.60

Record 8
16
Properties=species:S:1:pos:R:3 method="wB97M-V/def2-TZVPD" e_tot_ha=-777.20638 largest_force_ev_per_a=5.2 lumo_energy_ev=-0.894 gap_ev=8.268 de_lowest_kcal_mol=45.7
C -1.01 0.27 0.81
C 0.15 0.78 -1.16
C 1.34 0.90 0.93
N 0.06 0.86 0.24
N -0.13 -1.88 0.05
O -1.03 -0.08 1.98
O -1.87 -1.58 -1.62
S -1.39 -2.47 -0.59
H -1.85 0.45 0.18
H 0.87 -0.02 -1.47
H -0.73 0.84 -1.68
H 0.65 1.71 -1.75
H 1.72 -0.17 1.16
H 1.93 1.57 0.19
H 1.11 1.29 1.93
H 0.19 -2.47 0.78

Record 9
17
Properties=species:S:1:pos:R:3 method="wB97M-V/def2-TZVPD" e_tot_ha=-852.35253 largest_force_ev_per_a=5.2 lumo_energy_ev=-0.615 gap_ev=7.086 de_lowest_kcal_mol=124.7
C -3.32 0.01 -0.16
C 0.94 0.30 -1.29
C 2.09 0.55 0.95
N 0.87 -1.33 0.43
N 1.34 -0.24 0.06
O -3.14 0.92 -0.90
O -0.96 0.82 1.02
O -1.26 -1.50 0.26
S -1.86 -0.37 1.14
H -4.18 -0.72 -0.27
H 0.63 -0.49 -1.98
H 0.07 0.97 -1.29
H 1.82 0.66 -1.67
H 1.48 0.60 1.84
H 3.10 0.16 1.40
H 2.19 1.52 0.53
H 0.20 -1.87 -0.08

Record 10
18
Properties=species:S:1:pos:R:3 method="wB97M-V/def2-TZVPD" e_tot_ha=-927.76849 largest_force_ev_per_a=1.6 lumo_energy_ev=0.506 gap_ev=10.849 de_lowest_kcal_mol=0.0
C -2.86 0.26 -0.18
C 0.52 -1.48 1.12
C 0.26 -0.97 -0.29
N -2.76 1.28 0.43
N 1.38 -1.23 -1.14
O -0.13 0.41 -0.28
O -3.15 -0.74 -0.69
O 1.96 1.84 -0.42
O -0.17 2.64 0.60
S 0.71 1.49 0.63
H 1.48 -1.11 1.48
H -0.28 -1.15 1.78
H 0.55 -2.56 1.10
H -0.61 -1.48 -0.72
H -2.03 1.96 0.53
H 1.75 2.56 -1.02
H 1.18 -0.99 -2.10
H 2.20 -0.71 -0.84

Record 11
15
Properties=species:S:1:pos:R:3 method="wB97M-V/def2-TZVPD" e_tot_ha=-702.03926 largest_force_ev_per_a=2.1 lumo_energy_ev=0.588 gap_ev=9.474 smiles="CSNC(=O)CN" de_lowest_kcal_mol=24.0
C 0.11 -2.18 1.49
C 0.69 0.55 -0.45
C 0.61 2.07 -0.65
H -0.19 -1.87 2.50
H 1.13 -2.00 1.29
H 0.01 -3.30 1.48
H -1.29 0.68 0.29
H 1.44 2.47 -0.07
H 0.76 2.23 -1.74
H -1.34 2.72 -0.87
H -0.85 2.69 0.67
N -0.49 0.05 0.08
N -0.54 2.82 -0.27
O 1.64 -0.09 -0.78
S -0.88 -1.60 0.10

Record 12
15
Properties=species:S:1:pos:R:3 method="wB97M-V/def2-TZVPD" e_tot_ha=-701.99981 largest_force_ev_per_a=3.8 lumo_energy_ev=0.597 gap_ev=9.648 smiles="NC(=O)[C@H](N)CS" de_lowest_kcal_mol=48.8
N 1.15 -1.03 -0.73
C 0.20 -0.08 -0.29
C -0.32 -0.82 1.13
S 0.54 -0.01 2.59
C -0.74 0.47 -1.45
N -0.67 1.84 -1.78
O -1.16 -0.32 -2.32
H 0.71 -1.33 -1.64
H 2.01 -0.58 -1.03
H 0.63 0.77 0.21
H -1.41 -0.49 1.23
H -0.20 -1.98 1.15
H 1.46 -1.04 2.80
H 0.29 2.19 -1.61
H -1.04 2.08 -2.67

What did the third record say?
15
Properties=species:S:1:pos:R:3 method="wB97M-V/def2-TZVPD" e_tot_ha=-379.03509 largest_force_ev_per_a=4.5 lumo_energy_ev=0.727 gap_ev=10.148 smiles="CNNCC(=O)O" de_lowest_kcal_mol=66.5
C -1.14 -0.93 -0.34
C 0.13 2.03 0.82
N -0.77 0.38 -0.74
N 0.37 0.71 0.28
C 0.26 -1.60 0.13
O 1.19 -1.55 -0.87
O 0.28 -2.49 0.94
H 1.80 -2.29 -0.77
H -0.33 0.37 -1.66
H 1.34 0.65 -0.04
H -1.77 -0.87 0.55
H -1.59 -1.53 -1.13
H 0.35 2.79 0.05
H 0.78 2.22 1.67
H -0.91 2.12 1.11